Entry from the OMol25 dataset: a structure of composition C32H44N4O2RuS4Sb (ωB97M-V with the def2-TZVPD basis set).

Properties
Kohn-Sham gap (alpha / beta) in eV: 4.028 / 3.993
2S+1: 2
E_HOMO (alpha / beta) in eV: -0.38 / -0.34
Charge: -2
Molecular weight in g mol⁻¹: 867.828
LUMO level (alpha / beta) in Ha: 0.13420 / 0.13420
Relative energy (zero: lowest compared OMol25 entry of this formula, charge and spin) in kJ/mol: 0.00

Geometry as XYZ:
```
88
Properties=species:S:1:pos:R:3:mulliken_spin:R:1
H 5.279 -1.794 -2.652 0.000
C -0.330 7.943 1.311 0.000
H -1.074 -4.584 -2.294 0.000
H 4.190 -2.976 -3.400 0.000
H -1.324 5.879 -1.151 0.000
C 0.331 -3.251 -3.326 0.002
N -2.755 5.938 3.209 0.000
C 0.892 -4.316 -4.258 -0.004
O 0.668 -0.077 -0.571 0.188
H 1.160 -1.630 -4.533 -0.001
H 2.655 -5.766 -2.935 0.001
C -0.379 7.389 0.036 0.000
H 1.926 -4.115 -4.548 0.001
H -0.803 4.359 3.661 0.000
C 0.213 -1.935 -4.089 0.000
C -1.260 6.335 -0.170 0.000
H -3.496 -1.598 -0.066 0.001
S -0.357 -4.323 2.573 0.010
H -4.045 3.047 2.609 0.000
H 0.287 -4.351 -5.178 0.000
H 0.545 8.979 -1.093 0.000
H 1.542 7.536 -0.932 0.000
H 4.060 -5.028 -2.175 0.000
S 1.166 -1.261 2.389 0.014
H 0.329 -5.440 -0.019 -0.004
Sb 1.418 -2.886 -1.403 0.019
H -1.714 -3.793 -3.752 0.000
H 4.845 -3.260 -1.779 0.000
H 2.386 -4.304 1.143 -0.002
C -3.418 -1.216 0.946 0.047
C 4.455 -2.497 -2.453 -0.001
C 3.293 -1.731 -1.832 0.007
C 0.517 7.888 -1.066 0.000
H 3.847 0.125 -2.759 0.001
C -2.138 -0.919 1.456 -0.052
C 1.035 -5.854 -0.740 0.008
C -2.119 -0.450 2.782 -0.018
H 0.851 -5.309 -3.810 0.000
N -6.693 -0.273 4.355 0.004
C -5.719 -0.409 3.751 -0.003
C -2.065 5.839 0.844 0.000
N -3.284 3.709 2.648 0.000
H 1.305 3.262 2.912 0.000
C -4.520 -0.576 2.987 0.011
H 2.771 -0.847 -3.759 0.000
C -1.117 7.452 2.337 0.000
H -2.949 6.624 3.920 0.000
H -0.507 -2.062 -4.911 0.000
H 3.312 -5.751 0.716 0.000
O -4.600 4.934 4.036 0.000
H 2.118 0.025 -2.352 -0.004
C 2.970 -0.540 -2.732 0.006
C -1.964 2.150 1.387 0.008
H 0.499 -6.036 -1.676 0.001
H 3.893 -4.154 0.229 0.000
C -3.606 4.844 3.335 0.000
S -1.134 -3.507 0.858 -0.014
C 2.994 -4.761 0.358 0.004
C 3.149 -5.589 -1.981 0.000
H 0.345 8.768 1.511 0.000
H 3.449 -6.570 -1.582 0.000
H -5.548 -1.284 1.235 -0.001
C 2.230 -4.923 -0.955 0.020
C -2.008 3.181 2.319 -0.003
H 4.606 -0.565 -0.589 0.000
S 1.065 -2.987 3.487 -0.005
H -0.141 -1.124 -3.447 -0.008
C 3.714 -1.197 -0.462 -0.009
C 0.299 1.972 1.529 -0.002
N -0.846 1.558 0.997 0.002
H -3.207 0.068 4.560 0.000
H -2.750 5.031 0.638 0.000
H 3.960 -1.992 0.243 -0.001
C 0.353 2.977 2.485 0.001
H -1.161 -0.217 3.234 -0.002
H 1.403 -6.824 -0.378 0.000
Ru -0.388 -1.124 0.278 0.802
H 1.183 1.464 1.163 -0.003
H -1.051 7.887 3.328 0.000
H 2.916 -0.605 -0.014 0.004
H -2.889 1.786 0.944 0.003
C -1.987 6.384 2.121 0.000
H 0.174 7.535 -2.038 0.000
C -1.071 -3.657 -2.869 0.016
C -4.583 -1.046 1.669 -0.014
C -3.268 -0.288 3.537 -0.008
C -0.816 3.594 2.896 0.002
H -1.516 -2.889 -2.231 -0.022
```